Entry 1:
ORCA calculation (the ωB97M-V functional and the def2-TZVPD basis) on a structure of composition C18H41AuO2P3 in a non-equilibrium geometry.

XYZ file:
```
65
Properties=species:S:1:pos:R:3:forces:R:3
H 2.033 -2.894 0.183 0.28 0.13 -0.15
C -1.621 -3.511 -5.094 -0.19 0.32 0.10
O -1.997 0.360 4.081 0.71 0.29 0.13
H 1.815 3.377 1.974 0.35 -0.25 0.01
C 2.604 2.615 2.090 -0.07 -0.08 -0.34
C 3.566 0.464 -1.149 0.09 0.36 0.90
C -0.604 -1.816 1.202 0.43 -0.57 0.80
H 1.131 -0.221 -2.794 0.11 -0.45 -0.26
H 3.357 -2.741 -1.018 -0.09 0.16 0.12
H -2.020 0.483 5.044 -0.22 -0.11 -0.35
C -1.404 3.011 1.772 0.27 0.02 0.21
H -3.166 1.378 0.249 0.26 0.18 -0.41
H -3.331 -0.196 -3.913 -0.12 -0.08 -0.14
H 3.189 2.528 1.162 -0.13 0.25 0.32
P -0.920 2.201 0.225 -0.21 1.16 -0.47
C -2.883 -3.174 -5.597 0.07 0.11 0.10
H 0.021 1.718 3.820 0.21 -0.15 0.16
H -3.238 -0.105 2.520 0.11 -0.02 0.09
C -2.480 1.716 -0.552 -0.25 -0.43 -0.12
H 1.085 -2.248 2.463 -0.28 0.14 -0.13
H -0.243 -2.387 0.341 0.00 0.10 0.27
C -0.989 -2.675 -4.176 -0.25 0.56 0.33
H -4.066 0.579 3.925 0.05 0.02 -0.05
H 0.348 2.778 -1.728 -0.21 0.21 0.18
H 2.783 -1.123 3.091 0.21 0.23 -0.09
C 2.853 -2.254 -0.172 0.09 0.18 0.95
C 0.964 1.190 4.001 -0.46 -0.22 -0.03
C -2.872 -1.120 -4.252 0.60 -0.81 -0.12
C -3.489 -1.973 -5.179 0.16 -0.23 -0.16
P 2.226 -0.671 -0.762 0.77 -0.75 -2.10
H -0.014 -2.927 -3.768 -0.18 -0.07 -0.17
H -3.487 -1.086 3.989 0.01 0.00 -0.14
H 2.369 -1.509 -3.042 0.18 0.07 0.27
H 3.261 2.909 2.922 -0.14 -0.12 -0.21
C 0.103 -1.774 2.384 -0.88 -0.34 -1.08
H 0.725 0.189 4.382 0.04 0.36 0.05
H 4.146 0.006 -1.959 -0.05 0.04 0.12
H -4.452 -1.688 -5.591 0.10 -0.09 0.08
H -2.357 0.877 -1.263 -0.22 0.58 0.42
C -3.258 -0.086 3.613 -0.72 -0.21 0.24
H -2.294 3.628 1.576 0.22 -0.12 0.00
H -2.907 2.596 -1.063 0.09 -0.33 0.17
H 3.754 -0.331 1.803 0.00 0.05 0.42
O -0.973 -0.756 -2.784 0.07 1.30 1.18
H -1.341 0.121 -2.520 -0.20 -1.34 -1.24
C -0.010 3.337 -0.850 -0.01 0.19 -0.18
H -1.642 2.270 2.551 -0.10 0.09 -0.26
H 3.868 0.227 3.503 -0.09 0.05 -0.11
C 3.195 -0.171 2.735 -0.09 -0.22 -0.29
Au 0.425 0.333 0.470 0.16 -1.12 1.66
H 3.564 -2.074 0.639 -0.04 -0.39 -0.11
H 3.161 1.431 -1.481 0.20 -0.30 0.08
C 1.601 -1.114 -2.371 -0.66 0.32 0.36
H -3.365 -3.866 -6.309 0.16 0.67 0.46
H -0.598 3.656 2.144 -0.18 -0.08 -0.13
C -1.623 -1.495 -3.748 -0.92 -0.42 -0.68
H -0.360 -1.417 3.314 0.13 0.09 -0.51
H 4.197 0.588 -0.260 0.09 0.23 -0.36
H -1.663 -1.543 1.138 0.37 0.13 0.19
H -0.664 4.156 -1.181 0.19 -0.12 0.06
H 0.871 3.758 -0.341 -0.38 -0.14 -0.06
H 1.554 1.749 4.743 0.07 -0.18 -0.32
P 1.847 1.002 2.439 0.51 0.85 0.79
H 0.831 -1.862 -2.165 0.14 0.14 -0.46
H -1.116 -4.423 -5.404 -0.18 0.17 0.00
```
Positions in Å, forces in eV/Å.

Results
**HOMO level (spin up / spin down)**: -15.466 / -15.247 eV
**HOMO-LUMO gap (spin up / spin down)**: 6.3 / 1.5 eV
**Multiplicity**: 3
**ΔE to the lowest compared entry with this formula, charge and spin**: 1.637 eV
**Total charge**: +3
**⟨S²⟩**: 2.01



Entry 2:
ORCA calculation (the ωB97M-V functional and the def2-TZVPD basis) on a structure of composition C18H41CaN2O8S2 in a non-equilibrium geometry.

XYZ file:
```
72
Properties=species:S:1:pos:R:3:forces:R:3
H 5.150 2.583 -1.156 0.05 0.39 0.27
H 0.564 3.261 -4.992 -0.19 -0.29 0.04
H 6.351 2.811 0.206 -0.26 -0.02 -0.07
H -4.171 -1.399 2.028 -0.10 0.00 -0.41
N -0.421 3.325 -1.749 1.02 -0.23 2.13
H 4.310 -2.444 4.635 -0.10 0.15 0.14
C 5.857 2.114 -0.472 -0.45 -0.13 -0.22
C 5.489 -0.564 -0.307 -0.24 0.06 2.02
S 0.730 -1.880 4.467 1.13 -0.62 -0.72
H -8.181 2.844 -0.638 -0.40 -0.02 -0.38
O 3.428 1.190 -0.081 0.79 -0.42 1.39
O 0.794 -1.040 3.240 -0.41 -0.69 1.51
C 0.661 3.097 -3.919 -0.39 0.64 0.49
C 3.329 -2.830 4.911 -0.54 0.40 0.19
C -1.773 2.740 -3.653 -2.37 -1.13 0.85
O -1.774 1.342 -3.199 0.41 0.17 -1.18
H -8.031 1.256 -1.545 -0.30 -0.09 0.29
N -4.148 1.223 1.001 0.65 0.25 -1.71
S 4.779 0.979 0.490 1.05 0.51 -1.60
H 4.698 -1.311 -0.377 -0.09 0.25 -0.45
C 2.340 -1.704 5.375 -0.26 -0.30 0.27
H -3.740 0.756 -3.608 -0.10 -0.09 0.09
C 6.114 -0.021 -1.540 -0.46 -0.95 -1.80
H -5.140 -0.231 2.901 0.05 0.25 0.00
C -7.537 2.162 -1.193 0.38 0.26 -0.68
C 1.147 -3.609 3.946 0.76 1.23 0.46
O -0.866 -2.925 -0.523 -1.10 0.76 0.78
H -6.917 1.354 1.532 0.25 -0.01 0.20
H 0.555 3.549 -1.617 0.72 -0.47 0.11
H 0.534 -3.755 3.056 0.17 -0.47 0.09
C -5.057 -0.769 1.957 -1.37 -0.23 -0.03
H -0.767 4.112 -1.218 -1.03 0.06 0.13
H 6.208 -0.962 0.409 0.16 0.19 0.11
H 3.133 -4.557 3.597 -0.09 0.09 -0.05
O -6.400 1.902 -0.443 1.36 -2.22 2.46
H -4.642 1.902 0.440 1.07 1.36 -0.34
H -7.179 0.073 0.320 -0.55 0.25 -0.13
H -2.481 -0.505 -3.814 -0.02 0.15 -0.12
H 2.842 -2.964 2.834 0.28 -0.20 -0.19
C -2.737 0.542 -3.978 0.54 0.75 0.89
C 6.813 1.258 -1.313 0.02 1.65 1.16
H 1.472 3.757 -3.611 0.22 -0.16 0.14
C -5.135 0.170 0.769 -0.60 0.41 1.76
H -2.693 3.097 -3.190 -0.26 0.60 -0.22
C -6.519 0.881 0.635 0.22 -0.27 -1.48
C -0.627 3.528 -3.158 1.65 -0.46 -1.57
H 6.974 1.749 -2.273 0.34 0.03 0.15
H 2.077 -1.880 6.418 -0.08 0.24 -0.01
H 6.811 -0.652 -2.093 -0.30 -0.68 0.34
H 2.681 -0.676 5.258 0.06 -0.15 -0.13
C 0.200 -3.220 -1.098 -0.13 -0.33 0.35
H 5.289 0.180 -2.223 -0.05 -0.02 -0.33
H 1.423 -5.027 -0.764 0.17 0.43 0.16
H 0.886 -4.212 4.816 -0.26 -0.23 -0.25
H -4.242 1.566 1.946 -0.03 -0.20 0.31
H -7.063 2.604 -2.070 -0.81 0.54 -0.23
C 0.515 -4.708 -1.277 0.24 -0.10 -0.07
H 0.899 2.060 -3.685 0.08 0.00 -0.20
O -0.426 -1.827 5.361 1.22 0.18 -1.07
H -0.270 -5.365 -0.902 -0.17 0.22 -0.34
H -1.885 2.839 -4.732 0.17 -0.31 -0.06
Ca -0.577 0.632 -0.187 -0.14 -1.09 -1.12
H 3.470 -3.571 5.698 -0.01 0.32 0.30
H -0.753 4.594 -3.345 -0.46 -0.02 -0.29
C 2.717 -3.560 3.739 -2.01 0.27 -0.88
H -5.976 -1.351 1.892 0.23 -0.69 0.30
H -2.717 0.817 -5.032 0.30 -0.16 0.00
O 5.147 1.130 1.890 -1.12 -0.53 -0.74
O 1.006 -2.391 -1.543 0.96 1.15 -0.35
H 0.740 -4.853 -2.334 -0.27 -0.25 -0.04
H 7.747 1.177 -0.756 0.15 -0.30 -0.26
H -5.034 -0.396 -0.158 0.65 0.30 -0.14
```
Positions in Å, forces in eV/Å.

Results
**HOMO level**: -10.226 eV
**HOMO-LUMO gap**: 6.0 eV
**Total charge**: +1